This record from the OMol25 dataset describes a 2-piece molecular cluster, C11H11N overall. The level of theory is ωB97M-V/def2-TZVPD.

For the maximum force, the calculation gives 6.9 eV Å⁻¹. Its spin multiplicity is 1. As for the SMILES: c1ccccc1.c1ccncc1. Its energy above the lowest of the compared OMol25 structures with the same formula, charge and spin is 58.8 kcal per mole. The calculation puts the LUMO energy at 0.887 eV. The charge is 0. Its HOMO-LUMO gap is 9.78 eV. The total energy comes out at -480.43599 a.u.

Element x y z (Å)
C 0.656 -0.226 -0.411
C 1.483 -1.249 -0.389
C 2.789 -1.107 0.241
C 3.285 0.166 0.424
C 2.333 1.237 0.123
C 1.086 1.087 -0.250
H -0.448 -0.400 -0.511
H 1.284 -2.223 -0.790
H 3.425 -2.039 0.389
H 4.239 0.264 0.626
H 2.668 2.264 -0.017
H 0.409 1.878 -0.628
C -2.444 0.185 -1.041
C -2.096 1.278 -0.232
C -1.679 1.004 1.067
N -1.666 -0.194 1.627
C -2.016 -1.218 0.858
C -2.414 -1.061 -0.447
H -2.693 0.242 -2.109
H -2.164 2.315 -0.560
H -1.370 1.840 1.720
H -2.026 -2.171 1.363
H -2.641 -1.873 -1.054

Forces on the atoms, in the same order (eV/Å):
C -3.96 0.91 -0.60
C 3.60 -2.14 1.86
C -0.10 -0.75 -1.55
C -6.69 -0.42 -1.48
C 4.75 1.51 0.35
C -2.50 -0.89 -0.88
H 2.15 0.13 -0.86
H -0.74 -0.47 0.29
H -0.81 1.43 -0.24
H 4.53 1.14 1.37
H 0.65 -0.11 0.65
H 0.75 -0.28 0.78
C -0.15 0.87 0.29
C -0.46 -0.39 -0.43
C -0.31 1.06 0.48
N 0.20 -0.01 0.07
C -0.53 0.13 0.72
C -0.03 0.63 -0.01
H 0.00 0.32 0.60
H 0.16 -0.32 -0.09
H -0.15 -0.46 -0.39
H 0.06 -0.31 -0.17
H -0.42 -1.58 -0.75

Mulliken atomic charge list, values in e, 5 entries: atom 1 (C): -0.28, atom 2 (C): -0.57, atom 3 (C): -0.30, atom 4 (C): -0.76, atom 5 (C): -0.26

This record from the OMol25 dataset describes a 2-piece molecular cluster, C5H5N2O4S overall. The level of theory is ωB97M-V/def2-TZVPD.

For the maximum force, the calculation gives 3.7 eV Å⁻¹. Its spin multiplicity is 1. Its energy above the lowest of the compared OMol25 structures with the same formula, charge and spin is 104.8 kcal per mole. The calculation puts the LUMO energy (spin up / spin down) at 2.727 / 3.449 eV. The charge is -1. Its HOMO-LUMO gap (spin up / spin down) is 6.15 / 7.79 eV. The total energy comes out at -1002.06624 a.u.

Element x y z (Å)
C -1.881 -1.134 1.138
C -1.484 0.012 0.509
C 0.592 1.513 0.521
C -0.235 0.538 0.190
C 1.865 1.871 -0.354
N -2.661 0.534 -0.063
N -3.660 -0.172 0.321
O 0.649 -2.748 -0.053
O 2.450 -1.417 -1.067
O 0.546 -2.091 -2.508
O -3.204 -1.200 1.083
S 1.065 -1.873 -1.152
H -1.243 -1.661 1.786
H 0.511 2.285 1.387
H 1.687 1.866 -1.485
H 2.617 0.959 -0.298
H 2.384 2.717 0.045

Forces on the atoms, in the same order (eV/Å):
C 0.76 2.04 -0.04
C -1.45 -0.36 -0.85
C 1.13 1.30 -0.67
C 1.70 0.39 -0.05
C 0.25 -3.70 -0.53
N -0.91 -0.72 0.97
N 1.12 1.31 -1.04
O -0.13 -0.12 -0.75
O -0.10 -0.33 -0.21
O 0.23 -0.34 1.01
O -0.32 -1.25 0.65
S -0.36 1.67 0.42
H -0.03 -1.35 0.53
H -0.49 -1.53 -1.19
H -0.13 0.56 1.69
H -1.40 1.68 0.17
H 0.13 0.75 -0.12

Mulliken atomic charge list, values in e, 5 entries: atom 1 (C): -0.01, atom 2 (C): 0.13, atom 3 (C): 0.00, atom 4 (C): -0.37, atom 5 (C): -0.89

This record from the OMol25 dataset describes C12H17Cl5O4Zr as an isolated structure. The level of theory is ωB97M-V/def2-TZVPD.

For the maximum force, the calculation gives 3.6 eV Å⁻¹. Its spin multiplicity is 1. Its energy above the lowest of the compared OMol25 structures with the same formula, charge and spin is 0.0 kcal per mole. The calculation puts the LUMO energy at 4.174 eV. The charge is -2. Its HOMO-LUMO gap is 4.32 eV. The total energy comes out at -3116.63778 a.u.

Element x y z (Å)
C 0.608 1.477 1.126
C -0.467 1.838 0.265
C -0.071 1.576 -1.076
C -1.735 2.472 0.651
C 1.285 1.138 -1.057
C 1.713 1.042 0.289
C 3.106 0.787 0.733
C 0.713 1.780 2.571
C -0.940 1.668 -2.270
C 2.104 0.811 -2.238
Zr 0.068 -1.521 0.852
Cl -4.426 0.456 0.089
Cl -1.682 -0.593 2.252
O 0.668 -1.498 -1.045
H -1.854 2.480 1.735
H -2.607 1.946 0.215
H -1.741 3.516 0.306
H -1.973 1.404 -2.018
H -0.591 0.981 -3.045
H -0.960 2.672 -2.705
H 1.525 0.271 -2.995
H 2.968 0.211 -1.944
H 2.504 1.724 -2.696
H 3.589 0.048 0.085
H 3.158 0.468 1.779
H 3.697 1.712 0.656
H -0.233 1.630 3.096
H 0.990 2.838 2.686
H 1.500 1.198 3.062
H 1.166 -2.228 -1.473
O 1.514 -1.760 2.127
H 2.272 -2.078 2.692
Cl -3.626 -4.514 -1.908
C -2.560 -4.576 -0.485
Cl -3.399 -4.889 1.047
Cl -1.288 -5.812 -0.594
C -1.874 -3.196 -0.348
O -2.114 -2.218 -1.069
O -1.006 -3.262 0.649

Forces on the atoms, in the same order (eV/Å):
C 0.33 -0.91 -1.24
C 1.16 -0.92 -0.60
C 1.19 -0.08 1.18
C -0.74 0.09 -0.04
C -0.84 0.61 1.00
C -1.31 0.18 -0.17
C 0.23 0.30 0.01
C 0.10 0.48 0.27
C -0.38 -0.03 -0.22
C 0.26 -0.01 -0.29
Zr 0.36 3.61 -0.01
Cl -0.52 -0.11 -0.16
Cl 0.03 -0.50 0.05
O 0.59 -1.76 -0.05
H -0.15 -0.01 0.05
H 0.29 0.32 0.32
H -0.13 0.03 0.05
H 0.06 -0.02 -0.06
H -0.09 -0.01 -0.08
H -0.01 0.16 -0.13
H 0.13 -0.03 -0.02
H 0.01 -0.17 -0.16
H 0.05 -0.02 -0.23
H 0.12 -0.11 0.21
H 0.03 -0.16 -0.13
H 0.21 -0.06 0.06
H 0.10 -0.08 0.03
H 0.01 0.11 0.26
H -0.15 -0.08 0.02
H -0.57 0.81 0.34
O 1.50 -1.41 1.01
H -1.67 0.76 -1.29
Cl 0.21 -0.54 0.58
C -0.21 0.51 -0.15
Cl -0.54 0.03 -0.29
Cl -0.04 -0.26 -0.63
C 0.40 2.08 -0.54
O 0.55 -2.72 1.95
O -0.57 -0.10 -0.91

Mulliken atomic charge list, values in e, 5 entries: atom 1 (C): 0.33, atom 2 (C): 1.22, atom 3 (C): 0.44, atom 4 (C): -1.24, atom 5 (C): 0.62

This record from the OMol25 dataset describes a 2-piece molecular cluster, C9H20OP overall. The level of theory is ωB97M-V/def2-TZVPD.

For the maximum force, the calculation gives 4.7 eV Å⁻¹. Its spin multiplicity is 1. Its energy above the lowest of the compared OMol25 structures with the same formula, charge and spin is 75.2 kcal per mole. The calculation puts the LUMO energy (spin up / spin down) at -5.881 / -5.374 eV. The charge is +1. Its HOMO-LUMO gap (spin up / spin down) is 7.71 / 7.83 eV. The total energy comes out at -771.09301 a.u.

Element x y z (Å)
C -1.552 -0.111 -2.705
C -2.115 -1.266 -1.930
C -1.084 1.042 -1.766
C -1.175 -1.459 -0.622
C 0.110 -2.197 -1.045
C 1.921 -0.103 2.674
C 3.387 1.389 1.561
C -2.229 0.926 0.947
C 1.898 1.170 1.672
O 1.394 1.010 0.453
P -0.931 0.300 -0.166
H -0.728 -0.543 -3.432
H -2.247 0.344 -3.611
H -3.048 -0.967 -1.578
H -2.293 -2.107 -2.486
H -0.152 1.428 -2.194
H -1.762 1.924 -1.698
H -1.750 -1.819 0.354
H 0.898 -2.255 -0.166
H 0.570 -1.687 -1.861
H -0.189 -3.182 -1.244
H 0.927 -0.200 3.119
H 1.962 -0.977 2.055
H 2.862 0.049 3.188
H 3.856 0.343 1.310
H 3.807 1.786 2.466
H 3.525 2.154 0.841
H -3.236 0.442 0.720
H -2.141 1.947 0.977
H -2.061 0.498 1.909
H 1.577 2.119 2.260

Forces on the atoms, in the same order (eV/Å):
C 0.28 0.64 -4.67
C 1.26 2.11 2.67
C 0.11 0.70 -1.50
C -1.27 0.03 0.75
C 1.00 0.98 3.73
C -1.44 1.38 -2.04
C 1.53 -1.93 -1.54
C -0.63 -3.66 -0.66
C -0.31 0.17 4.13
O -1.64 -0.54 -1.38
P 1.08 0.01 0.59
H -0.90 1.17 1.89
H 1.14 -1.18 2.71
H -1.93 0.44 0.79
H 0.14 -2.39 -1.26
H 0.05 0.07 0.54
H 0.22 -0.75 -0.14
H 1.22 -0.07 -2.27
H -1.57 0.19 -1.76
H 0.32 0.07 -0.70
H -0.10 -1.43 -0.71
H 0.54 0.29 1.01
H 0.56 -0.57 -0.53
H -0.74 -0.54 1.09
H -0.42 2.33 0.10
H -0.10 -0.13 0.65
H 0.74 0.39 -1.13
H 1.05 1.13 -0.41
H -0.38 2.49 0.04
H 0.54 -0.06 1.01
H -0.35 -1.36 -1.03

Mulliken atomic charge list, values in e, 5 entries: atom 1 (C): -0.58, atom 2 (C): -1.00, atom 3 (C): -0.66, atom 4 (C): 0.13, atom 5 (C): -1.25

This record from the OMol25 dataset describes a 2-piece molecular cluster, C3H8N2O2 overall. The level of theory is ωB97M-V/def2-TZVPD.

For the maximum force, the calculation gives 0.5 eV Å⁻¹. Its spin multiplicity is 1. As for the SMILES: O=C1NCCO1.N. Its energy above the lowest of the compared OMol25 structures with the same formula, charge and spin is 7.3 kcal per mole. The calculation puts the LUMO energy at 0.855 eV. The charge is 0. Its HOMO-LUMO gap is 10.57 eV. The total energy comes out at -379.12939 a.u.

Element x y z (Å)
O -0.002 2.107 0.029
C -0.524 1.015 -0.011
N -0.010 -0.147 -0.506
C -0.933 -1.249 -0.364
C -1.982 -0.626 0.572
O -1.783 0.784 0.461
H 1.009 -0.226 -0.525
H -0.460 -2.132 0.077
H -1.365 -1.535 -1.331
H -1.816 -0.921 1.615
H -3.012 -0.852 0.294
N 2.592 0.710 0.314
H 2.114 1.576 0.062
H 3.581 0.826 0.120
H 2.497 0.636 1.323

Forces on the atoms, in the same order (eV/Å):
O -0.25 -0.42 -0.02
C 0.21 0.25 0.01
N 0.11 0.17 0.06
C -0.09 -0.14 0.01
C -0.09 -0.24 0.03
O 0.04 0.12 -0.05
H -0.23 0.01 -0.01
H -0.07 0.14 -0.04
H 0.06 0.04 0.13
H -0.03 0.05 -0.14
H 0.13 0.01 0.01
N 0.20 0.14 0.09
H 0.07 -0.09 0.01
H -0.10 -0.02 0.00
H 0.06 -0.03 -0.10

Mulliken atomic charge list, values in e, 5 entries: atom 1 (O): -0.63, atom 2 (C): 0.51, atom 3 (N): -0.14, atom 4 (C): -0.41, atom 5 (C): -0.33

This record from the OMol25 dataset describes C10H19HgNSi as an isolated structure. The level of theory is ωB97M-V/def2-TZVPD.

For the maximum force, the calculation gives 2.5 eV Å⁻¹. Its spin multiplicity is 1. Its energy above the lowest of the compared OMol25 structures with the same formula, charge and spin is 15.2 kcal per mole. The calculation puts the LUMO energy at 5.974 eV. The charge is -2. Its HOMO-LUMO gap is 5.29 eV. The total energy comes out at -889.94779 a.u.

Element x y z (Å)
C -1.392 -1.125 -3.386
C -1.019 0.236 -3.452
C -1.818 0.994 -2.530
C -2.772 0.082 -1.966
C -2.494 -1.198 -2.479
Hg -1.519 1.657 0.193
N 0.661 -0.219 0.250
C 3.120 0.428 -1.212
C 2.972 1.553 -1.952
H -1.896 2.089 -2.509
H -0.219 0.661 -4.079
H -3.586 0.367 -1.262
H -3.030 -2.131 -2.199
H -0.945 -1.972 -3.936
H 2.314 1.656 -2.838
H 2.586 -0.468 -1.547
H 1.180 -1.064 -0.177
H 3.081 2.596 -1.600
H 3.625 0.504 -0.253
C 1.663 -0.783 3.003
Si 0.171 -0.424 1.914
C -1.191 -1.577 2.655
C -0.274 1.306 2.638
H 2.376 -1.339 2.408
H 1.464 -1.390 3.895
H 2.188 0.084 3.393
H -0.847 -1.703 3.712
H -2.229 -1.181 2.698
H -1.163 -2.541 2.104
H -0.586 1.101 3.663
H 0.643 1.872 2.698
H -1.062 1.929 2.151

Forces on the atoms, in the same order (eV/Å):
C -0.58 0.23 0.18
C 0.13 0.54 0.36
C -0.56 -0.80 -1.41
C 0.01 0.43 -0.17
C -0.11 -0.76 -0.01
Hg -0.60 0.41 -1.55
N 0.05 -1.79 1.53
C -0.50 1.81 -1.27
C -1.26 0.29 0.27
H 0.24 -0.57 0.13
H -0.35 -0.26 0.35
H 0.73 -0.39 -0.61
H 0.42 0.67 -0.15
H -0.22 0.56 0.39
H 0.47 -0.98 0.35
H 0.68 0.21 0.27
H -1.36 1.47 0.90
H 0.94 -0.78 0.35
H -0.22 -0.40 -0.13
C 0.44 -0.87 0.88
Si 0.53 1.51 -1.96
C 0.17 -0.16 0.24
C -0.52 -0.31 0.38
H 0.34 -0.22 -0.22
H -0.14 -0.15 0.05
H -0.01 0.46 -0.22
H -0.37 -0.24 -0.67
H 0.65 -0.18 -0.34
H -0.20 0.37 0.51
H -0.14 0.00 0.46
H 0.42 0.39 -0.13
H 0.91 -0.50 1.24

Mulliken atomic charge list, values in e, 5 entries: atom 1 (C): -0.52, atom 2 (C): -0.67, atom 3 (C): -0.57, atom 4 (C): -0.58, atom 5 (C): -0.46